DFT (ωB97M-V/def2-TZVPD) results for a 5-piece molecular cluster, C29H57F17N6O8PS overall.

Last column: Löwdin charge in e.
Positions of all 119 atoms, in Å:
N -1.242 1.637 -4.465  -0.1606
P 0.260 2.214 -4.499  0.6703
O 1.273 0.962 -4.969  -0.1791
O 0.319 3.425 -5.691  -0.1700
C 0.591 2.859 -2.755  -0.2464
C 2.109 3.211 -2.298  -0.0482
C 2.216 2.451 -0.893  -0.1184
C 3.457 1.506 -0.573  -0.2529
F 4.450 2.339 0.017  0.0841
F 3.058 0.604 0.433  0.0880
C 4.148 0.831 -1.840  -0.2199
F 3.257 0.406 -2.834  0.1053
F 4.977 1.835 -2.413  0.0935
C 5.138 -0.393 -1.478  -0.2155
F 6.146 -0.371 -2.477  0.1017
F 5.798 -0.169 -0.263  0.1229
C 4.436 -1.833 -1.585  -0.1990
F 3.102 -1.813 -1.082  0.0820
F 4.471 -2.180 -2.955  0.1147
C 5.186 -2.970 -0.716  -0.2100
F 5.074 -2.760 0.658  0.1233
F 6.568 -2.801 -1.026  0.0910
C 4.817 -4.466 -1.185  -0.1957
F 3.510 -4.553 -1.739  0.0973
F 5.682 -4.740 -2.277  0.1038
C 4.901 -5.557 -0.031  -0.2072
F 3.898 -5.326 0.949  0.0951
F 6.124 -5.463 0.678  0.1095
C 4.712 -7.069 -0.500  -0.3427
F 3.355 -7.356 -0.756  0.1123
F 5.039 -7.869 0.624  0.0943
F 5.559 -7.480 -1.517  0.1446
N 0.830 2.006 -0.515  0.0916
C 0.064 1.661 -1.788  -0.2391
C -1.479 1.752 -1.338  -0.1803
S -2.354 0.100 -1.500  0.7385
O -3.677 0.384 -2.153  -0.3874
O -1.546 -0.926 -2.232  -0.3825
H -1.829 2.145 -5.146  0.0094
H 0.747 0.209 -5.337  0.1038
H 0.135 4.268 -5.226  0.0450
H -0.056 3.802 -2.637  0.0952
H 2.903 3.060 -3.090  0.1342
H 2.056 4.334 -2.059  0.1381
H 2.383 3.301 -0.135  0.1821
H 0.695 1.420 0.327  0.1937
H 0.387 2.904 -0.250  0.1782
H 0.474 0.624 -2.043  0.1645
H -2.026 2.531 -1.976  0.1134
H -1.590 2.053 -0.242  0.1101
H -2.635 -0.395 -0.216  0.0891
C 1.850 -7.875 2.256  -0.0764
C 2.588 -7.612 3.566  -0.4288
C 3.319 -8.847 4.128  -0.2011
O 2.469 -9.811 4.738  -0.1890
C 1.805 -10.671 3.827  -0.1053
N 1.640 -7.057 4.545  0.0371
H 0.908 -8.406 2.404  0.0668
H 1.607 -6.930 1.763  0.0715
H 2.470 -8.457 1.570  0.0651
H 3.349 -6.849 3.364  0.1270
H 3.992 -8.506 4.922  0.1228
H 3.952 -9.318 3.365  0.1174
H 2.423 -10.905 2.956  0.0910
H 0.856 -10.230 3.516  0.0732
H 1.575 -11.602 4.350  0.0892
H 2.154 -6.784 5.379  0.0709
H 1.051 -7.826 4.864  0.0705
C -0.518 -0.221 5.853  -0.0656
C 0.376 0.821 5.185  -0.4243
C -0.390 1.816 4.290  -0.2000
O -0.803 1.285 3.031  -0.2280
C -1.982 0.492 3.083  -0.0993
N 1.437 0.129 4.437  0.0418
H -0.818 -1.017 5.169  0.0672
H 0.011 -0.698 6.681  0.0832
H -1.421 0.243 6.260  0.0814
H 0.850 1.403 5.983  0.1398
H 0.290 2.642 4.050  0.1171
H -1.241 2.258 4.820  0.1229
H -2.697 0.860 3.823  0.0968
H -1.725 -0.549 3.285  0.0820
H -2.455 0.527 2.097  0.0518
H 2.093 0.822 4.082  0.0659
H 1.012 -0.258 3.594  0.0632
C -0.120 7.535 -4.387  -0.0622
C -1.382 6.729 -4.089  -0.4214
C -2.638 7.595 -3.870  -0.1949
O -2.690 8.245 -2.606  -0.1874
C -1.910 9.429 -2.519  -0.0973
N -1.129 5.851 -2.934  0.0330
H 0.309 7.989 -3.492  0.0678
H 0.651 6.888 -4.815  0.0694
H -0.325 8.327 -5.111  0.0884
H -1.576 6.094 -4.962  0.1331
H -3.510 6.933 -3.895  0.1266
H -2.772 8.317 -4.683  0.1269
H -1.896 9.983 -3.460  0.0954
H -0.894 9.188 -2.201  0.0725
H -2.350 10.066 -1.749  0.0934
H -1.935 5.241 -2.806  0.0766
H -1.135 6.440 -2.099  0.0811
C -6.541 0.181 -0.502  -0.0707
C -6.377 0.528 0.976  -0.4202
C -7.643 1.128 1.618  -0.2008
O -7.892 2.486 1.272  -0.1909
C -8.501 2.668 0.004  -0.1030
N -5.218 1.424 1.133  0.0377
H -6.490 1.059 -1.148  0.0664
H -5.742 -0.492 -0.822  0.0594
H -7.493 -0.326 -0.681  0.0843
H -6.157 -0.406 1.507  0.1351
H -7.501 1.125 2.705  0.1220
H -8.525 0.509 1.417  0.1225
H -9.203 1.865 -0.235  0.0933
H -7.738 2.751 -0.772  0.0725
H -9.049 3.612 0.025  0.0899
H -5.049 1.567 2.126  0.0651
H -5.502 2.346 0.800  0.0730

The value obtained for the calculated total energy is -4506.4394 a.u. The spin multiplicity is 1. Its charge is +1.